The following is a quantum chemistry calculation of a cluster of 3 separate species, C4H10N2O in total, from OMol25.

ΔE to the lowest compared entry with this formula, charge and spin: 8.812 eV
2S+1: 1
Molecular weight: 102.14 g mol⁻¹
HOMO-LUMO gap: 0.1729 hartree
Highest occupied orbital energy: -8.6 eV

CARTESIAN COORDINATES (ANGSTROEM)
C (1.57, -0.37, -0.18)
C (1.86, 1.06, 0.40)
N (-1.45, -0.64, -1.58)
C (-1.96, -1.65, -2.11)
C (-0.93, 0.34, 1.37)
N (-0.72, 1.60, 1.62)
O (-0.43, -0.67, 1.84)
H (2.47, -0.64, -0.71)
H (0.64, -0.27, -0.78)
H (1.20, -1.00, 0.61)
H (2.91, 1.27, 0.54)
H (1.36, 0.95, 1.39)
H (1.17, 1.84, 0.11)
H (-2.88, -2.07, -1.67)
H (-1.62, -2.11, -3.05)
H (-1.47, 2.27, 1.68)
H (-1.73, 0.09, 0.52)


The following is a quantum chemistry calculation of the molecule C22H40N2O, from OMol25.

ΔE to the lowest compared entry with this formula, charge and spin: 0.572 eV
2S+1: 1
Molecular weight: 348.57 g mol⁻¹
HOMO-LUMO gap: 0.3071 hartree
Highest occupied orbital energy: -7.6 eV
SMILES: CC(C)=CCN1CCN(CCC2=C(C)CCCC2(C)C)C[C@@H]1CCO

CARTESIAN COORDINATES (ANGSTROEM)
C (-6.76, -0.38, -1.25)
C (-5.65, -0.57, -0.26)
C (-5.84, 0.14, 1.04)
C (-4.59, -1.32, -0.54)
C (-3.43, -1.58, 0.39)
N (-2.67, -0.35, 0.63)
C (-1.78, -0.43, 1.78)
C (-0.51, -1.25, 1.50)
N (0.23, -0.75, 0.36)
C (1.13, 0.35, 0.65)
C (2.45, -0.18, 1.25)
C (3.65, 0.08, 0.37)
C (4.28, 1.26, 0.43)
C (3.82, 2.39, 1.30)
C (5.52, 1.57, -0.36)
C (6.20, 0.32, -0.88)
C (5.16, -0.57, -1.54)
C (4.10, -1.05, -0.53)
C (4.69, -2.19, 0.33)
C (2.92, -1.61, -1.33)
C (-0.63, -0.62, -0.80)
C (-1.97, 0.12, -0.56)
C (-1.78, 1.65, -0.52)
C (-3.09, 2.39, -0.21)
O (-4.10, 2.15, -1.15)
H (-7.71, -0.66, -0.80)
H (-6.83, 0.67, -1.54)
H (-6.61, -0.97, -2.14)
H (-4.93, 0.15, 1.63)
H (-6.15, 1.17, 0.87)
H (-6.63, -0.34, 1.62)
H (-4.53, -1.81, -1.50)
H (-2.82, -2.39, -0.02)
H (-3.81, -1.91, 1.36)
H (-1.50, 0.60, 2.04)
H (-2.33, -0.86, 2.62)
H (-0.78, -2.29, 1.29)
H (0.14, -1.24, 2.38)
H (0.68, 1.07, 1.36)
H (1.34, 0.88, -0.28)
H (2.62, 0.27, 2.23)
H (2.34, -1.25, 1.40)
H (2.74, 2.48, 1.31)
H (4.15, 2.24, 2.33)
H (4.24, 3.33, 0.95)
H (5.25, 2.22, -1.21)
H (6.21, 2.15, 0.27)
H (6.98, 0.58, -1.60)
H (6.68, -0.21, -0.05)
H (4.66, 0.00, -2.32)
H (5.63, -1.44, -2.00)
H (5.50, -1.82, 0.95)
H (5.07, -2.98, -0.31)
H (3.93, -2.61, 0.98)
H (2.50, -0.83, -1.97)
H (3.25, -2.43, -1.96)
H (2.13, -1.97, -0.68)
H (-0.86, -1.64, -1.12)
H (-0.08, -0.14, -1.60)
H (-2.61, -0.10, -1.42)
H (-1.41, 1.97, -1.50)
H (-1.05, 1.93, 0.23)
H (-2.91, 3.47, -0.24)
H (-3.42, 2.12, 0.80)
H (-4.35, 1.22, -1.08)


The following is a quantum chemistry calculation of the molecule C10H15NO, from OMol25.

ΔE to the lowest compared entry with this formula, charge and spin: 1.410 eV
2S+1: 1
Molecular weight: 165.24 g mol⁻¹
HOMO-LUMO gap: 0.3593 hartree
Highest occupied orbital energy: -8.8 eV
SMILES: COCCNCc1ccccc1

CARTESIAN COORDINATES (ANGSTROEM)
C (-2.54, -1.73, 0.49)
O (-3.00, -1.07, -0.66)
C (-2.90, 0.34, -0.61)
C (-1.46, 0.88, -0.64)
N (-1.00, 1.21, 0.70)
C (0.35, 1.75, 0.74)
C (1.40, 0.76, 0.30)
C (1.76, -0.29, 1.15)
C (2.66, -1.25, 0.74)
C (3.23, -1.18, -0.52)
C (2.88, -0.14, -1.37)
C (1.97, 0.82, -0.96)
H (-2.85, -2.77, 0.38)
H (-2.99, -1.31, 1.40)
H (-1.45, -1.71, 0.57)
H (-3.44, 0.67, -1.50)
H (-3.41, 0.73, 0.28)
H (-0.82, 0.14, -1.15)
H (-1.44, 1.80, -1.22)
H (-1.05, 0.39, 1.29)
H (0.37, 2.64, 0.09)
H (0.54, 2.07, 1.77)
H (1.32, -0.34, 2.14)
H (2.93, -2.05, 1.41)
H (3.93, -1.92, -0.84)
H (3.31, -0.08, -2.36)
H (1.70, 1.63, -1.63)


The following is a quantum chemistry calculation of the molecule C5H9NO, from OMol25.

ΔE to the lowest compared entry with this formula, charge and spin: 0.965 eV
2S+1: 1
Molecular weight: 99.13 g mol⁻¹
HOMO-LUMO gap: 0.4241 hartree
Highest occupied orbital energy: -10.9 eV
SMILES: C[C@@H](O)[C@@H](C)C#N

CARTESIAN COORDINATES (ANGSTROEM)
C (-1.31, -0.49, -0.85)
C (-0.73, -0.20, 0.53)
O (-0.50, -1.40, 1.25)
C (0.64, 0.51, 0.50)
C (1.64, -0.08, -0.51)
C (0.47, 1.95, 0.28)
N (0.32, 3.08, 0.11)
H (-1.35, 0.42, -1.47)
H (-2.33, -0.88, -0.76)
H (-0.70, -1.24, -1.36)
H (-1.42, 0.45, 1.09)
H (-1.35, -1.71, 1.59)
H (1.05, 0.39, 1.51)
H (2.63, 0.35, -0.36)
H (1.33, 0.12, -1.54)
H (1.70, -1.17, -0.36)


The following is a quantum chemistry calculation of a cluster of 2 separate species, C4H6Cl2NO4P in total, from OMol25.

ΔE to the lowest compared entry with this formula, charge and spin: 2.627 eV
2S+1: 1
Molecular weight: 233.98 g mol⁻¹
HOMO-LUMO gap: 0.3937 hartree
Highest occupied orbital energy: -10.8 eV

CARTESIAN COORDINATES (ANGSTROEM)
C (1.81, -1.67, 0.83)
C (0.29, 0.02, 0.37)
C (1.05, -2.22, -0.37)
C (-0.04, -1.14, -0.64)
N (-1.90, 2.48, 0.16)
O (1.21, -0.49, 1.21)
O (2.69, -2.13, 1.49)
O (-0.79, 0.32, 1.13)
O (0.71, 1.31, -0.03)
P (-0.61, 1.91, 0.85)
Cl (0.05, 2.54, 2.67)
Cl (-1.55, 1.27, -2.79)
H (1.76, -2.36, -1.24)
H (0.71, -3.23, 0.00)
H (-1.10, -1.41, -0.48)
H (0.04, -0.66, -1.68)
H (-2.23, 3.36, 0.44)
H (-2.09, 2.09, -1.91)


The following is a quantum chemistry calculation of a cluster of 2 separate species, C30H34O5 in total, from OMol25.

2S+1: 1
Molecular weight: 474.60 g mol⁻¹
HOMO-LUMO gap: 0.1387 hartree
Highest occupied orbital energy: -6.2 eV

CARTESIAN COORDINATES (ANGSTROEM)
C (1.46, -5.28, 0.75)
C (2.34, -4.12, 1.09)
O (2.03, -3.06, 0.17)
C (2.74, -1.95, 0.47)
C (2.63, -0.85, -0.48)
C (3.63, 0.26, -0.42)
C (4.98, -0.34, -0.84)
C (3.74, 0.87, 0.98)
C (1.96, -1.15, -1.73)
O (0.90, -1.75, -1.89)
O (2.65, -0.58, -2.75)
C (2.17, -0.83, -4.09)
C (2.72, -2.09, -4.69)
O (3.44, -1.92, 1.49)
H (1.68, -6.12, 1.42)
H (0.40, -5.03, 0.86)
H (1.63, -5.64, -0.27)
H (2.17, -3.81, 2.13)
H (3.41, -4.39, 0.97)
H (3.29, 1.03, -1.12)
H (4.86, -0.77, -1.84)
H (5.78, 0.41, -0.85)
H (5.21, -1.14, -0.12)
H (2.81, 1.38, 1.24)
H (3.92, 0.06, 1.69)
H (4.55, 1.61, 0.99)
H (1.08, -0.91, -4.05)
H (2.46, 0.08, -4.64)
H (2.34, -2.17, -5.71)
H (3.81, -2.12, -4.72)
H (2.36, -2.95, -4.12)
C (-4.09, -2.05, -0.54)
C (-2.95, -1.09, -0.47)
C (-2.19, -1.02, 0.71)
C (-1.12, -0.15, 0.81)
C (-0.77, 0.71, -0.28)
C (0.32, 1.61, -0.14)
C (0.43, 2.91, -0.71)
C (-0.57, 3.55, -1.50)
C (-0.36, 4.78, -2.11)
C (0.87, 5.44, -1.90)
O (1.19, 6.65, -2.50)
C (0.35, 7.76, -2.41)
C (0.81, 8.84, -1.64)
C (-0.07, 9.87, -1.32)
C (-1.35, 9.87, -1.88)
C (-1.75, 8.87, -2.77)
C (-0.88, 7.82, -3.07)
C (1.83, 4.90, -1.03)
C (1.59, 3.69, -0.42)
C (-1.55, 0.62, -1.47)
C (-2.61, -0.26, -1.56)
H (-4.76, -1.83, -1.37)
H (-3.74, -3.08, -0.65)
H (-4.68, -2.02, 0.39)
H (-2.46, -1.67, 1.54)
H (-0.53, -0.11, 1.72)
H (1.08, 1.32, 0.59)
H (-1.54, 3.06, -1.65)
H (-1.11, 5.22, -2.77)
H (1.83, 8.81, -1.26)
H (0.25, 10.66, -0.66)
H (-2.05, 10.68, -1.64)
H (-2.73, 8.89, -3.24)
H (-1.14, 7.04, -3.79)
H (2.76, 5.45, -0.87)
H (2.31, 3.30, 0.30)
H (-1.28, 1.23, -2.34)
H (-3.19, -0.34, -2.49)


DFT total energy values (in hartree) by entry order: -342.87762, -1046.99366, -520.00912, -325.90210, -1773.53903, -1539.65321.